# 1
The following is a quantum chemistry calculation of a molecular structure, C24H32FN7O9PS3 in a non-equilibrium geometry, from the OMol25 dataset.

```
! wB97M-V def2-TZVPD RIJCOSX def2/J DEFGRID3
* xyz -1 1
S 0.782 -0.138 -1.645
S -0.252 0.033 0.869
S -0.706 1.228 -2.519
P -0.810 2.035 1.476
F -0.294 2.660 -2.087
O 1.947 0.262 -2.382
O -0.258 2.166 2.967
O -2.031 0.989 -2.066
O 0.200 -0.588 2.091
O 0.295 -1.448 -1.949
O -0.145 2.996 0.599
O -1.363 -0.690 0.295
O -0.455 1.137 -3.928
O -2.389 2.161 1.516
N -0.235 -7.696 1.073
N 4.565 2.954 3.237
N 1.046 0.164 -0.097
N 1.682 2.547 -5.474
N -2.802 -4.063 1.928
N -2.117 4.159 -6.829
N -1.218 1.071 8.215
C 1.483 3.776 -6.041
C 3.277 1.700 1.936
C 5.261 1.800 2.998
C -1.849 3.773 -5.545
C -1.071 2.430 8.175
C 0.653 -9.706 0.815
C 0.566 -8.453 0.267
C -2.322 -3.659 0.714
C -1.230 0.572 6.939
C -3.028 -5.796 0.575
C -1.086 1.621 6.073
C -2.357 5.505 -6.869
C -0.667 -8.446 2.127
C -2.449 -4.715 -0.150
C 3.609 3.126 -6.401
C 2.663 4.162 -6.626
C -0.132 -9.702 2.000
C 4.489 1.005 2.193
C -2.249 5.985 -5.591
C -0.986 2.802 6.860
C 3.354 2.897 2.594
C -3.232 -5.362 1.859
C 2.969 2.148 -5.685
C -1.926 4.884 -4.750
H -1.300 0.523 9.050
H -1.762 4.906 -3.685
H -3.640 -5.862 2.721
H -3.262 -6.778 0.198
H 1.004 -8.037 -0.624
H -0.864 3.810 6.500
H 3.320 1.204 -5.303
H -0.479 -6.732 0.915
H -2.158 -4.711 -1.187
H 2.656 3.714 2.660
H 2.449 1.355 1.343
H 0.534 4.274 -5.985
H 4.890 3.721 3.793
H -2.829 -3.488 2.749
H -1.039 3.013 9.080
H 2.829 5.087 -7.155
H -2.128 3.545 -7.622
H -1.933 -2.660 0.577
H -1.336 -0.484 6.757
H 0.064 3.073 3.018
H 4.760 0.029 1.826
H -2.793 1.347 1.848
H -1.626 2.747 -5.309
H -0.288 -10.525 2.678
H -1.316 -8.024 2.874
H 1.214 -10.532 0.411
H 4.638 3.102 -6.721
H 6.241 1.646 3.417
H -2.582 6.003 -7.797
H 0.998 1.999 -4.969
H -2.382 7.011 -5.291
H -1.054 1.553 5.000
*
```

Values from the calculation:
E_HOMO = -0.209 hartree

# 2
The following is a quantum chemistry calculation of a molecular structure, C22H49B2BeBrCaCl3CsF2LiN2O9Si2 in a non-equilibrium geometry, from the OMol25 dataset.

```
! wB97M-V def2-TZVPD RIJCOSX def2/J DEFGRID3
* xyz 1 1
Cs 3.138 8.481 -3.394
Br -1.850 0.943 -2.076
Ca 2.950 1.301 -3.472
Cl 4.903 -4.575 -1.015
Cl 4.172 -4.232 -3.813
Cl 2.100 -4.334 -1.769
Si 0.307 -10.505 2.116
Si 0.206 -7.824 0.702
F 0.819 11.366 -1.313
F 2.799 10.296 -2.102
O 1.265 7.748 1.114
O 1.270 9.093 -0.704
O 0.339 0.396 -2.248
O 2.730 0.116 -1.901
O 2.858 9.853 2.256
O 2.568 10.810 0.226
O 6.026 2.570 -4.302
O 8.274 2.532 -3.892
O 6.954 3.450 -2.504
N -0.324 -9.476 0.860
N 1.055 2.710 -1.963
C -5.529 3.293 0.092
C -8.506 5.731 2.977
C -7.960 3.526 0.817
C 2.781 4.568 -1.154
C -7.664 5.931 1.727
C -0.199 -6.783 2.208
C 1.383 3.749 -0.908
C 2.042 -7.680 0.348
C 0.773 1.405 -1.225
C 4.035 3.661 -1.694
C -0.080 -9.869 3.837
C 3.756 -3.826 -2.140
C -8.092 5.033 0.563
C 2.159 -10.770 1.976
C 2.397 9.832 1.126
C -0.702 -7.050 -0.765
C 1.601 8.779 0.556
C -0.506 -12.204 1.960
C 2.066 0.536 -0.647
C -6.552 3.050 1.189
C 4.850 2.846 -0.513
C 7.072 2.804 -3.655
B 1.862 10.404 -0.994
B 1.550 -0.376 -2.696
Be 1.350 4.935 1.025
Li -3.250 0.498 0.079
H -0.284 -12.651 0.984
H -8.288 2.994 -0.085
H -8.654 3.227 1.610
H 1.350 3.208 0.151
H 0.130 -10.644 4.581
H 1.654 0.039 -3.816
H -0.150 1.383 -0.499
H 1.481 -1.567 -2.601
H -7.756 6.977 1.409
H 3.818 -2.741 -2.023
H 2.718 -9.882 2.278
H 4.826 4.422 -2.162
H -0.132 -12.874 2.738
H -6.607 5.774 1.965
H 4.343 2.894 0.540
H -0.059 -5.721 1.979
H 0.454 -7.021 3.051
H 0.133 2.973 -2.421
H -1.238 -6.927 2.517
H 2.584 5.454 -1.926
H -8.413 4.715 3.370
H -7.511 5.307 -0.324
H 2.440 -11.030 0.951
H 2.578 1.328 0.046
H 5.968 3.207 -0.372
H -5.819 2.783 -0.832
H -4.551 2.906 0.398
H -8.180 6.421 3.763
H 2.472 -11.590 2.629
H -1.593 -12.125 2.068
H -1.137 -9.597 3.925
H 1.865 -0.495 -0.127
H 2.286 -6.659 0.038
H -0.476 -7.590 -1.688
H -0.390 -6.008 -0.893
H 4.855 1.700 -0.847
H 0.477 4.525 -0.915
H -5.410 4.358 -0.123
H 3.743 2.933 -2.578
H -6.219 3.526 2.117
H -9.139 5.249 0.314
H -1.783 -7.066 -0.604
H 2.642 -7.904 1.232
H -6.595 1.973 1.395
H 7.922 3.416 -2.361
H -9.562 5.929 2.772
H 0.528 -8.999 4.094
H 2.339 -8.357 -0.459
H 3.147 5.090 -0.157
*
```

Values from the calculation:
E_HOMO = -0.331 hartree

# 3
The following is a quantum chemistry calculation of 2 unconnected molecules or ions with the total composition C7H5ClNO2S in a non-equilibrium geometry, from the OMol25 dataset.

```
! wB97M-V def2-TZVPD RIJCOSX def2/J DEFGRID3
* xyz -1 3
Cl -2.985 2.489 0.403
S -1.790 0.449 -1.215
O -1.515 -2.384 0.628
O -3.785 -2.211 0.401
N -2.795 0.746 -0.017
C -0.116 0.338 -0.584
C 2.515 0.252 0.313
C 0.188 0.669 0.732
C 2.212 -0.084 -0.998
C 1.494 0.628 1.174
C 0.908 -0.038 -1.448
C -2.646 -2.252 0.500
H 0.663 -0.293 -2.470
H 3.539 0.220 0.663
H 3.005 -0.381 -1.674
H 1.723 0.894 2.200
H -0.615 0.959 1.392
*
```

Values from the calculation:
E_HOMO (alpha / beta) = 0.014 / -0.160 hartree

What did the second record say?
The following is a quantum chemistry calculation of a molecular structure, C22H49B2BeBrCaCl3CsF2LiN2O9Si2 in a non-equilibrium geometry, from the OMol25 dataset.

```
! wB97M-V def2-TZVPD RIJCOSX def2/J DEFGRID3
* xyz 1 1
Cs 3.138 8.481 -3.394
Br -1.850 0.943 -2.076
Ca 2.950 1.301 -3.472
Cl 4.903 -4.575 -1.015
Cl 4.172 -4.232 -3.813
Cl 2.100 -4.334 -1.769
Si 0.307 -10.505 2.116
Si 0.206 -7.824 0.702
F 0.819 11.366 -1.313
F 2.799 10.296 -2.102
O 1.265 7.748 1.114
O 1.270 9.093 -0.704
O 0.339 0.396 -2.248
O 2.730 0.116 -1.901
O 2.858 9.853 2.256
O 2.568 10.810 0.226
O 6.026 2.570 -4.302
O 8.274 2.532 -3.892
O 6.954 3.450 -2.504
N -0.324 -9.476 0.860
N 1.055 2.710 -1.963
C -5.529 3.293 0.092
C -8.506 5.731 2.977
C -7.960 3.526 0.817
C 2.781 4.568 -1.154
C -7.664 5.931 1.727
C -0.199 -6.783 2.208
C 1.383 3.749 -0.908
C 2.042 -7.680 0.348
C 0.773 1.405 -1.225
C 4.035 3.661 -1.694
C -0.080 -9.869 3.837
C 3.756 -3.826 -2.140
C -8.092 5.033 0.563
C 2.159 -10.770 1.976
C 2.397 9.832 1.126
C -0.702 -7.050 -0.765
C 1.601 8.779 0.556
C -0.506 -12.204 1.960
C 2.066 0.536 -0.647
C -6.552 3.050 1.189
C 4.850 2.846 -0.513
C 7.072 2.804 -3.655
B 1.862 10.404 -0.994
B 1.550 -0.376 -2.696
Be 1.350 4.935 1.025
Li -3.250 0.498 0.079
H -0.284 -12.651 0.984
H -8.288 2.994 -0.085
H -8.654 3.227 1.610
H 1.350 3.208 0.151
H 0.130 -10.644 4.581
H 1.654 0.039 -3.816
H -0.150 1.383 -0.499
H 1.481 -1.567 -2.601
H -7.756 6.977 1.409
H 3.818 -2.741 -2.023
H 2.718 -9.882 2.278
H 4.826 4.422 -2.162
H -0.132 -12.874 2.738
H -6.607 5.774 1.965
H 4.343 2.894 0.540
H -0.059 -5.721 1.979
H 0.454 -7.021 3.051
H 0.133 2.973 -2.421
H -1.238 -6.927 2.517
H 2.584 5.454 -1.926
H -8.413 4.715 3.370
H -7.511 5.307 -0.324
H 2.440 -11.030 0.951
H 2.578 1.328 0.046
H 5.968 3.207 -0.372
H -5.819 2.783 -0.832
H -4.551 2.906 0.398
H -8.180 6.421 3.763
H 2.472 -11.590 2.629
H -1.593 -12.125 2.068
H -1.137 -9.597 3.925
H 1.865 -0.495 -0.127
H 2.286 -6.659 0.038
H -0.476 -7.590 -1.688
H -0.390 -6.008 -0.893
H 4.855 1.700 -0.847
H 0.477 4.525 -0.915
H -5.410 4.358 -0.123
H 3.743 2.933 -2.578
H -6.219 3.526 2.117
H -9.139 5.249 0.314
H -1.783 -7.066 -0.604
H 2.642 -7.904 1.232
H -6.595 1.973 1.395
H 7.922 3.416 -2.361
H -9.562 5.929 2.772
H 0.528 -8.999 4.094
H 2.339 -8.357 -0.459
H 3.147 5.090 -0.157
*
```

Values from the calculation:
E_HOMO = -0.331 hartree